Arrangement w

The following is a quantum chemistry calculation of a single C3H3N5 molecule, from OMol25.

Geometry as ORCA input:
```
! wB97M-V def2-TZVPD RIJCOSX def2/J DEFGRID3
* xyz 0 1
C -0.431 -0.812 -0.753
C -0.253 -0.111 1.530
C 0.508 1.485 0.109
H -1.492 -0.783 -2.351
H -0.349 -0.316 2.678
H 0.445 2.545 -0.036
N -1.584 -0.897 -1.357
N -0.396 -1.101 0.744
N 0.040 1.300 1.249
N 1.372 0.570 -0.549
N 0.919 -0.560 -0.888
*
```

Values from the calculation:
SMILES string: [H]/N=c1/ncncnn1
E_HOMO: -9.77 eV
Kohn-Sham gap: 8.96 eV

Löwdin population analysis, charges in e, atoms 1 to 2: atom 1 (C): -0.432, atom 2 (C): -0.199

Arrangement x

The following is a quantum chemistry calculation of a single C3H3N5 molecule, from OMol25.

Geometry as ORCA input:
```
! wB97M-V def2-TZVPD RIJCOSX def2/J DEFGRID3
* xyz 0 1
C -0.990 0.818 -0.002
C 0.240 -1.022 -0.099
C 0.328 0.381 -0.028
H -1.504 1.796 -0.017
H -2.767 -0.495 0.193
H 2.075 1.531 -0.055
N -1.750 -0.322 0.046
N -0.991 -1.481 -0.095
N 1.518 -1.475 0.086
N 2.248 -0.429 -0.002
N 1.594 0.697 -0.028
*
```

Values from the calculation:
SMILES string: c1[nH]nc2nn[nH]c12
E_HOMO: -8.94 eV
Kohn-Sham gap: 9.67 eV

Löwdin population analysis, charges in e, atoms 1 to 2: atom 1 (C): -0.029, atom 2 (C): -0.355

Arrangement y

The following is a quantum chemistry calculation of a single C3H3N5 molecule, from OMol25.

Geometry as ORCA input:
```
! wB97M-V def2-TZVPD RIJCOSX def2/J DEFGRID3
* xyz 0 1
C -0.500 -0.977 0.058
C -0.026 -0.702 -1.379
C 0.639 1.255 0.882
H -0.272 -2.454 1.753
H -0.371 -1.055 -2.406
H 1.281 1.637 1.629
N -0.215 -2.140 0.536
N 0.658 0.360 -1.501
N 1.195 1.049 -0.281
N -0.722 1.197 1.091
N -1.105 0.165 0.392
*
```

Values from the calculation:
SMILES string: [H]/N=c1/cnncnn1
E_HOMO: -10.03 eV
Kohn-Sham gap: 8.57 eV

Löwdin population analysis, charges in e, atoms 1 to 2: atom 1 (C): -0.532, atom 2 (C): -0.093

Arrangement z

The following is a quantum chemistry calculation of a single C3H3N5 molecule, from OMol25.

Geometry as ORCA input:
```
! wB97M-V def2-TZVPD RIJCOSX def2/J DEFGRID3
* xyz 0 1
C -0.900 -0.290 -0.714
C 0.306 0.126 -1.344
C 1.432 0.379 -0.732
H -2.468 -0.813 -0.268
H 0.359 0.206 -2.408
H 2.388 0.902 -1.240
N -1.674 -1.363 -0.935
N 1.760 -0.024 0.605
N 0.867 -0.040 1.549
N -0.460 0.671 1.325
N -1.251 0.529 0.406
*
```

Values from the calculation:
SMILES string: [H]/N=c1/ccnnnn1
E_HOMO: -9.56 eV
Kohn-Sham gap: 8.39 eV

Löwdin population analysis, charges in e, atoms 1 to 2: atom 1 (C): -0.450, atom 2 (C): -0.069

What are the relative energies? In hartree: arrangement w 0.0621; arrangement x 0.0000; arrangement y 0.1439; arrangement z 0.1298.